(1)
Here is a structure of composition C27H41F6N4O8S3SbTi in a non-equilibrium geometry from OMol25. Energies are from ωB97M-V with the def2-TZVPD basis set.

Cartesian coordinates (Å):
H  0.336  1.109  3.975
H  2.476  1.355  -1.116
S  -1.418  1.330  -2.969
H  1.922  4.822  -0.867
H  -0.535  4.803  3.886
F  -2.682  1.749  -5.388
C  2.900  -1.849  -1.579
C  0.552  3.093  3.087
H  -2.818  -3.588  1.388
H  -2.511  3.881  3.647
Ti  -0.593  -1.664  -0.899
H  2.806  -5.091  -3.721
H  -2.957  1.413  3.177
C  1.861  -4.773  0.914
C  0.467  -1.515  -5.231
C  0.931  -3.739  0.713
H  -2.931  3.201  0.694
C  3.728  -3.167  -3.445
H  1.289  -4.819  -1.797
C  -3.309  1.714  2.183
H  0.275  -6.590  3.305
C  2.858  -4.196  -3.114
N  -1.016  -2.527  1.489
C  -2.801  4.130  2.623
H  2.847  -1.591  0.982
H  -0.144  3.567  -1.045
C  -0.185  -3.699  1.582
C  -0.414  -4.722  2.483
F  0.702  -2.822  -5.428
O  -0.390  2.387  -2.945
S  -3.249  -1.404  -1.003
H  0.710  5.243  2.723
F  0.259  -0.963  -6.435
H  4.159  0.924  -1.523
O  0.084  -0.254  -1.198
O  -2.314  -0.596  -0.105
H  -0.399  6.001  -0.769
C  1.629  -5.781  1.839
F  -2.653  3.449  -4.067
O  -2.060  -1.915  -4.866
H  1.866  4.798  0.899
C  2.013  -4.047  -2.028
H  -1.300  -4.693  3.103
N  -0.975  0.230  -4.075
O  -2.470  -2.708  -1.056
H  -2.976  -1.858  1.679
H  -0.354  -1.718  3.340
H  -1.773  5.165  -0.052
H  4.411  -1.202  -2.948
C  0.479  -5.785  2.610
F  -3.973  1.788  -3.659
H  2.358  -6.578  1.945
O  -4.563  -1.587  -0.428
H  1.161  4.745  4.355
H  2.755  -4.799  0.306
H  0.568  -1.196  1.900
C  -2.555  2.948  1.692
C  0.463  4.551  3.528
C  -2.752  2.106  -4.108
H  -1.060  -0.561  2.173
H  -2.255  5.026  2.327
N  2.884  -0.653  -0.874
H  -3.869  4.378  2.645
C  1.583  4.244  -0.001
F  1.572  -0.973  -4.716
C  3.075  -0.621  0.547
H  2.797  0.495  -2.602
H  -2.444  -2.914  3.008
H  -3.186  0.869  1.507
C  -0.696  5.320  0.038
C  0.194  2.159  4.242
H  2.142  3.307  -0.001
H  1.594  2.895  2.807
H  4.113  -0.351  0.812
H  -0.852  2.281  4.538
O  -3.254  -0.786  -2.323
C  -0.425  -1.438  2.278
S  -1.001  -1.290  -4.135
H  0.809  2.366  5.127
H  4.381  -3.254  -4.306
N  1.058  -2.723  -0.203
C  0.075  4.012  -0.070
C  3.109  0.585  -1.562
C  2.009  -2.893  -1.244
O  -0.526  -2.065  -2.962
C  -2.393  -2.742  1.923
H  2.405  0.120  1.001
C  3.743  -2.013  -2.683
Sb  -0.484  2.389  1.271
H  -4.381  1.926  2.270
H  -0.509  5.834  0.985

Computed properties:
M: 929.5 g/mol
orbital gap: 0.2472 hartree
relative energy (zero: lowest compared OMol25 entry of this formula, charge and spin): 26.9 kcal/mol
charge: -2

These are the Löwdin partial charges, in e, on atoms 1 to 6: number 1, H, carries 0.051; number 2, H, carries 0.067; number 3, S, carries 0.924; number 4, H, carries 0.074; number 5, H, carries 0.048; number 6, F, carries 0.102

=====

(2)
Here is a structure of composition C27H41MnNP2 in a non-equilibrium geometry from OMol25. Energies are from ωB97M-V with the def2-TZVPD basis set.

Cartesian coordinates (Å):
C  -3.172  -0.462  2.661
H  1.495  1.630  -5.626
H  4.845  2.880  -2.875
N  -1.685  1.222  -0.893
H  5.147  2.514  0.056
C  5.112  -2.397  -1.076
C  -3.754  0.242  -1.899
C  2.718  3.152  -3.189
C  -3.801  0.367  -4.301
C  -2.671  1.163  -1.873
C  5.530  0.798  -1.617
H  4.285  -0.895  0.158
H  2.828  3.699  -4.137
H  4.506  -1.981  -4.797
C  3.931  2.277  -2.971
H  2.190  -3.587  -2.060
C  -2.888  1.431  -4.266
H  -1.992  -1.330  -0.411
C  -2.242  1.463  1.517
C  0.039  3.431  -3.849
H  0.520  0.373  -4.806
H  -0.772  2.918  -4.384
H  -2.181  2.996  -2.894
H  5.728  0.068  -2.412
C  4.943  -3.578  -3.342
P  1.170  2.147  -3.240
C  4.076  -1.726  -0.544
H  2.198  -2.521  -0.100
H  2.059  -0.898  -0.725
H  4.651  -4.577  -3.709
H  5.928  0.399  -0.673
H  -2.463  1.816  -5.199
H  -4.130  -0.021  -5.261
H  0.720  3.882  -0.047
H  -1.992  2.529  1.495
C  -2.836  0.897  2.652
H  0.032  2.600  1.053
H  4.110  1.551  -3.802
H  6.145  -2.029  -0.947
H  3.695  1.840  0.852
C  1.387  1.049  -4.701
H  -3.708  -0.880  3.503
C  -2.003  0.664  0.369
H  -0.360  3.938  -2.974
H  -5.121  -0.886  -3.140
C  -2.220  -0.726  0.467
H  -4.117  -0.200  -0.971
P  3.667  1.204  -1.439
H  -3.064  1.527  3.519
H  1.103  -2.219  -2.384
C  0.735  2.818  0.231
H  2.595  3.858  -2.352
H  1.762  2.478  0.490
H  6.096  1.712  -1.852
H  5.975  -3.384  -3.670
H  2.273  0.420  -4.549
C  2.635  -1.860  -0.878
C  2.879  -2.116  -3.513
C  -2.803  -1.285  1.591
H  5.758  -4.333  -1.504
C  2.169  -2.488  -2.218
H  0.528  4.184  -4.498
C  -2.562  1.984  -3.024
C  4.935  -3.685  -1.795
H  3.993  -4.137  -1.456
C  4.102  -2.466  -3.905
H  -3.002  -2.352  1.620
Mn  0.438  1.629  -1.273
H  3.524  3.321  -0.141
C  -4.311  -0.152  -3.109
H  2.259  -1.479  -4.171
C  4.055  2.368  -0.043

Computed properties:
M: 496.5 g/mol
orbital gap (alpha / beta): 0.2585 / 0.2491 hartree
relative energy (zero: lowest compared OMol25 entry of this formula, charge and spin): 25.8 kcal/mol
multiplicity: 6

These are the Löwdin partial charges, in e, on atoms 1 to 6: number 1, C, carries -0.108; number 2, H, carries 0.059; number 3, H, carries 0.078; number 4, N, carries -0.061; number 5, H, carries 0.044; number 6, C, carries -0.124

=====

(3)
Here is a structure of composition C27H41NP2Ti in a non-equilibrium geometry from OMol25. Energies are from ωB97M-V with the def2-TZVPD basis set.

Cartesian coordinates (Å):
C  -2.425  -1.913  -0.040
C  -0.616  -1.589  5.725
H  0.862  -0.587  6.984
H  -3.363  -2.469  -0.045
H  1.161  5.085  1.462
C  -2.301  -1.209  -1.406
C  -0.789  -0.794  3.454
C  0.176  3.150  1.586
H  0.993  1.161  -4.842
C  -0.071  0.285  -1.148
C  -0.908  4.043  4.045
C  -1.074  2.709  3.706
H  1.558  1.017  5.193
H  -0.188  2.952  0.566
H  1.727  3.367  -3.481
C  -0.284  2.266  2.645
H  -2.596  -1.121  0.686
H  1.465  -2.742  -1.516
H  1.956  -0.547  -1.199
H  1.166  -0.675  0.412
C  -0.204  -3.068  -0.205
H  -1.165  -3.983  -4.542
C  -0.105  -0.617  -4.368
H  -1.201  -0.806  2.441
H  -1.739  1.632  -3.130
H  0.333  -4.015  0.102
H  1.854  3.404  -1.697
C  0.165  0.168  3.773
H  0.160  5.856  3.660
H  -1.024  -2.199  6.537
C  0.526  4.443  2.088
H  -1.311  -3.948  -2.740
N  0.388  1.072  2.717
H  -2.056  -2.300  4.253
H  3.711  0.799  2.731
H  -0.056  1.102  -0.353
H  3.490  -0.526  1.494
H  -1.684  2.018  4.297
C  2.974  0.080  2.267
C  1.878  2.739  -2.574
H  -0.741  2.891  -3.904
H  1.429  -3.485  -5.092
H  -1.214  3.031  -2.188
H  -1.327  -2.888  1.575
P  0.130  -2.190  -3.593
H  -3.317  -0.863  -1.668
C  -0.016  4.844  3.307
H  -1.450  4.447  4.900
H  2.474  -2.424  -4.094
H  -2.083  -1.855  -2.256
C  0.405  -0.668  6.001
C  -1.536  -0.006  -1.350
C  0.932  0.462  -3.993
H  1.796  -3.916  -3.389
H  -2.266  -2.851  -3.757
C  0.800  0.252  5.019
P  0.615  1.414  -2.454
C  -1.255  -2.660  0.479
C  0.989  -0.774  -0.704
C  -0.900  2.325  -2.969
H  2.893  2.313  -2.654
H  2.506  -0.607  3.003
C  1.597  -3.083  -4.079
C  -1.282  -3.336  -3.659
H  -0.189  -1.894  -2.030
Ti  1.664  1.346  1.219
H  1.936  0.034  -3.910
C  0.553  -2.203  -1.188
C  -1.208  -1.659  4.457
H  -0.065  -0.832  -5.447
H  -1.128  -0.274  -4.168
H  -2.125  0.864  -0.955

Computed properties:
M: 489.4 g/mol
orbital gap (alpha / beta): 0.1882 / 0.1783 hartree
relative energy (zero: lowest compared OMol25 entry of this formula, charge and spin): 128.4 kcal/mol
multiplicity: 3

These are the Löwdin partial charges, in e, on atoms 1 to 6: number 1, C, carries -0.191; number 2, C, carries -0.097; number 3, H, carries 0.099; number 4, H, carries 0.108; number 5, H, carries 0.101; number 6, C, carries -0.286

=====

Q: The lowest M belongs to which entry?
A: C27H41NP2Ti